No. 1
Below is C39H48Cl2N5OP2SScSe2Si as an isolated structure at a distorted geometry, with properties calculated with wB97M-V/def2-TZVPD.

## Properties
DFT total energy: -264449.8868 eV
ΔE to the lowest compared entry with this formula, charge and spin: 10.20 kcal/mol
Molecular weight: 998.73 g/mol

Each line ends with the natural charge from an NBO analysis.
Geometry (Å):
1 Sc -0.0696 -0.0404 -0.9041  1.563
2 Cl 0.1969 1.7500 -3.3868  0.049
3 C -1.0249 2.9756 -3.4283  0.032
4 C -1.0952 3.8174 -4.5217  -0.258
5 C -2.0611 4.8068 -4.5522  -0.223
6 C -2.9243 4.9616 -3.4795  -0.226
7 C -2.8428 4.1045 -2.3974  -0.045
8 Cl -3.9383 4.3383 -1.0804  0.012
9 C -1.9127 3.0457 -2.3442  -0.240
10 S -1.9291 1.9063 -1.0317  -0.326
11 H -0.4097 3.6925 -5.3488  0.225
12 H -2.1561 5.4489 -5.4171  0.217
13 H -3.6764 5.7384 -3.4851  0.226
14 C 3.6587 -1.4084 -0.6403  -0.938
15 P 1.9972 -2.1267 -0.3128  0.830
16 C 2.0177 -3.5691 -1.4505  -0.933
17 C 2.4363 -3.0921 1.2262  -0.691
18 C 3.0569 -2.2890 2.3892  -0.703
19 P 2.0979 -0.7632 2.8109  0.823
20 C 3.2378 -0.0636 4.0986  -0.931
21 C 0.9071 -1.5665 3.9585  -0.934
22 H 4.4231 -2.1861 -0.5968  0.225
23 H 3.8621 -0.6495 0.1124  0.232
24 H 3.6720 -0.9396 -1.6231  0.236
25 H 2.9922 -4.0604 -1.4341  0.220
26 H 1.7824 -3.2733 -2.4697  0.247
27 H 1.2553 -4.2716 -1.1121  0.260
28 H 3.1430 -3.8612 0.9063  0.223
29 H 1.5218 -3.5973 1.5494  0.241
30 H 4.0737 -1.9965 2.1172  0.220
31 H 3.1199 -2.9078 3.2875  0.223
32 H 3.5186 -0.8233 4.8300  0.220
33 H 2.7268 0.7529 4.6135  0.227
34 H 4.1400 0.3283 3.6235  0.220
35 H 1.4395 -2.1884 4.6814  0.214
36 H 0.2047 -2.1608 3.3784  0.252
37 H 0.3324 -0.8058 4.4860  0.234
38 C 3.0524 4.1166 2.8803  -0.424
39 N 3.0466 3.3619 1.6464  -0.159
40 N 1.9109 2.7405 1.1805  -0.210
41 C 2.2504 1.9271 0.1279  0.622
42 O 1.4392 1.2345 -0.5578  -0.826
43 C 3.6516 2.0635 -0.0299  -0.398
44 C 4.0970 2.9355 0.9292  0.257
45 C 5.4852 3.3847 1.2186  -0.655
46 C 0.6277 3.1540 1.6502  0.151
47 C 0.2098 4.4601 1.4227  -0.224
48 C -1.0251 4.8667 1.8956  -0.201
49 C -1.8327 3.9736 2.5884  -0.170
50 C -1.4110 2.6731 2.7993  -0.189
51 C -0.1714 2.2600 2.3383  -0.198
52 H 2.1717 3.8533 3.4605  0.247
53 H 3.0362 5.1916 2.6959  0.217
54 H 3.9431 3.8654 3.4535  0.221
55 H 4.2339 1.5891 -0.7983  0.247
56 H 6.1413 3.0555 0.4176  0.245
57 H 5.8415 2.9576 2.1586  0.234
58 H 5.5409 4.4702 1.3008  0.235
59 H 0.8472 5.1451 0.8758  0.218
60 H -1.3667 5.8753 1.7057  0.224
61 H -2.8039 4.2940 2.9405  0.221
62 H -2.0499 1.9601 3.3028  0.228
63 H 0.1611 1.2454 2.5005  0.250
64 Se -1.4189 -3.7186 -0.8363  -0.219
65 C -3.2267 -3.6779 -1.4705  -0.162
66 C -4.1234 -2.7182 -1.0061  -0.298
67 C -5.3426 -2.5919 -1.6546  0.033
68 N -5.7150 -3.3465 -2.6857  -0.432
69 C -4.8644 -4.2797 -3.1001  0.037
70 C -3.6092 -4.4815 -2.5398  -0.300
71 H -3.8592 -2.0820 -0.1721  0.237
72 H -6.0551 -1.8328 -1.3472  0.190
73 H -5.1962 -4.8843 -3.9380  0.189
74 H -2.9389 -5.2329 -2.9323  0.231
75 Se -1.3651 -1.8918 -2.9527  1.345
76 N 0.2271 -1.1229 -2.8208  -0.996
77 C 0.9457 -1.4864 -3.9272  0.162
78 C 2.2633 -1.1106 -4.2046  -0.259
79 C 2.8722 -1.5997 -5.3404  -0.203
80 C 2.1899 -2.4602 -6.2107  -0.231
81 C 0.8855 -2.8298 -5.9653  -0.199
82 C 0.2459 -2.3477 -4.8165  0.050
83 N -1.0493 -2.6288 -4.4754  -0.713
84 H 2.7828 -0.4405 -3.5307  0.207
85 H 3.8936 -1.3149 -5.5579  0.211
86 H 2.6952 -2.8367 -7.0905  0.215
87 H 0.3424 -3.4771 -6.6402  0.227
88 C -4.0822 -3.0549 2.2502  -1.112
89 Si -3.5019 -1.3364 2.7829  1.585
90 C -4.8964 -0.0657 2.6905  -1.095
91 C -2.9136 -1.4239 4.5815  -1.094
92 C -2.1520 -0.8202 1.6364  -0.550
93 C -1.2696 -0.6015 0.8171  -0.587
94 H -4.2946 -3.6927 3.1106  0.235
95 H -3.3093 -3.5449 1.6540  0.258
96 H -4.9849 -3.0017 1.6391  0.242
97 H -5.7620 -0.3947 3.2696  0.232
98 H -5.2180 0.0902 1.6592  0.246
99 H -4.5793 0.9002 3.0895  0.230
100 H -3.7605 -1.6664 5.2277  0.235
101 H -2.4975 -0.4759 4.9289  0.226
102 H -2.1586 -2.1993 4.7223  0.234

No. 2
Below is a 14-piece molecular cluster, C25H26Cl52N2O4PS2 overall at a distorted geometry, with properties calculated with wB97M-V/def2-TZVPD.

## Properties
DFT total energy: -719636.2090 eV
Molecular weight: 2357.16 g/mol
Total charge: -1

Each line ends with the Mulliken charge.
Geometry (Å):
1 C -1.1255 -2.4214 0.3047  -0.398
2 C -1.3810 -2.4975 -1.2132  -0.461
3 C -0.1766 -2.0959 -2.0924  1.112
4 C -0.6340 -0.9972 -3.0649  -0.733
5 O 0.3221 -0.7364 -4.0521  -0.440
6 P 1.3062 0.6602 -3.8023  2.298
7 C 2.8026 -0.5132 -3.4428  -1.809
8 C 2.4947 2.1603 -3.5484  -1.967
9 C 1.9795 3.2468 -2.5610  0.701
10 C 3.0680 3.6342 -1.5552  -0.881
11 C 2.5413 4.4960 -0.3927  -0.458
12 S 1.8163 6.0696 -0.9608  -0.319
13 C 0.1236 5.8613 -1.2599  0.456
14 N -0.8469 5.8935 -0.4311  -0.638
15 N -2.0022 5.7291 -1.0727  -0.175
16 C -1.7016 5.5580 -2.3199  0.132
17 O -0.4171 5.6360 -2.4768  -0.152
18 S -0.3973 2.0556 -4.3659  1.194
19 C 0.1390 3.4620 -5.3778  -1.265
20 O -1.1480 2.5345 -3.1915  -0.366
21 O -1.3167 1.3188 -5.2353  -0.774
22 H -0.7493 -3.3747 0.6748  0.303
23 H -2.0621 -2.1858 0.8082  0.127
24 H -0.4009 -1.6442 0.5405  -0.177
25 H -1.7693 -3.4826 -1.4674  0.334
26 H -2.1918 -1.7994 -1.4367  0.203
27 H 0.0364 -2.9503 -2.7330  0.432
28 H 0.6937 -1.7961 -1.5095  -1.042
29 H -1.5138 -1.4074 -3.5727  0.459
30 H -0.9888 -0.1164 -2.5214  -0.111
31 H 1.0067 0.7368 -2.4031  -0.855
32 H 1.6844 0.5938 -5.1833  -0.471
33 H 3.6861 -0.2083 -4.0066  0.541
34 H 2.5442 -1.5093 -3.8041  0.338
35 H 3.0111 -0.5861 -2.3703  0.127
36 H 3.4549 1.8322 -3.1568  0.720
37 H 2.7294 2.6487 -4.4979  0.306
38 H 1.1358 2.8957 -1.9638  0.082
39 H 1.7537 4.1548 -3.1115  0.220
40 H 3.8292 4.2272 -2.0678  0.255
41 H 3.5334 2.7361 -1.1435  0.355
42 H 3.4010 4.7590 0.2165  0.383
43 H 1.8306 3.9246 0.1988  0.235
44 H -2.4007 5.3659 -3.1045  0.437
45 H -0.6750 3.6494 -6.0735  0.495
46 H 1.0430 3.2587 -5.9401  0.320
47 H 0.2086 4.3327 -4.7326  0.261
48 C 5.1346 2.6915 3.2214  0.246
49 Cl 5.2072 1.5530 4.5725  -0.031
50 Cl 4.3378 4.1770 3.7509  -0.114
51 Cl 6.7770 3.0641 2.6798  -0.126
52 Cl 4.2241 1.9810 1.8884  0.010
53 C -6.0124 4.6346 -0.6715  0.194
54 Cl -6.7208 4.6522 -2.2958  -0.139
55 Cl -4.2545 4.6249 -0.7870  0.138
56 Cl -6.5413 6.0734 0.2142  -0.132
57 Cl -6.5706 3.1807 0.1897  -0.040
58 C 3.0623 -2.1650 1.7196  0.015
59 Cl 4.0572 -3.5868 1.3814  -0.017
60 Cl 4.0068 -0.9878 2.6426  0.024
61 Cl 2.5449 -1.4303 0.2037  -0.021
62 Cl 1.6419 -2.6469 2.6550  -0.135
63 C 2.0893 -1.2201 -8.3100  0.319
64 Cl 1.2246 -2.4453 -9.2627  -0.137
65 Cl 2.2221 0.2671 -9.2682  -0.137
66 Cl 1.2276 -0.8900 -6.8179  0.074
67 Cl 3.7166 -1.8183 -7.9406  -0.138
68 C 3.3426 -1.6292 7.3553  0.188
69 Cl 3.0141 -3.3330 7.6969  -0.117
70 Cl 1.9725 -0.6471 7.8864  -0.106
71 Cl 4.8023 -1.1226 8.2162  -0.040
72 Cl 3.5913 -1.4104 5.6218  0.070
73 C -8.6606 2.0568 4.1138  0.220
74 Cl -9.5667 3.5024 4.5712  -0.080
75 Cl -7.4542 1.6974 5.3552  -0.113
76 Cl -9.7769 0.6903 3.9639  -0.084
77 Cl -7.8559 2.3395 2.5675  0.013
78 C -3.9208 -5.7922 2.8742  0.267
79 Cl -4.6781 -6.2982 4.3920  -0.116
80 Cl -4.7534 -4.3731 2.2427  0.011
81 Cl -2.2233 -5.4005 3.1662  -0.058
82 Cl -4.0264 -7.1087 1.6984  -0.115
83 C -13.3635 3.1067 2.9987  0.329
84 Cl -11.9114 3.1932 2.0001  -0.033
85 Cl -14.6762 3.9878 2.2064  -0.109
86 Cl -13.8328 1.4156 3.2093  -0.097
87 Cl -13.0474 3.8281 4.5831  -0.095
88 C 7.3611 -5.9023 -0.2156  0.306
89 Cl 6.7454 -6.3216 -1.8171  -0.096
90 Cl 8.6721 -7.0066 0.2208  -0.106
91 Cl 7.9647 -4.2434 -0.2300  -0.097
92 Cl 6.0586 -6.0453 0.9668  -0.003
93 C 8.8331 -0.2990 8.7505  0.334
94 Cl 7.8481 -0.2649 7.2874  -0.030
95 Cl 9.2706 1.3512 9.2067  -0.099
96 Cl 7.9119 -1.0468 10.0621  -0.109
97 Cl 10.3011 -1.2371 8.4542  -0.104
98 C 4.3925 -10.0458 1.7884  0.350
99 Cl 2.7070 -10.5200 1.5546  -0.095
100 Cl 5.3517 -11.4699 2.2127  -0.105
101 Cl 5.0179 -9.3357 0.2999  -0.062
102 Cl 4.4943 -8.8584 3.0940  -0.095
103 C -1.6701 1.7014 0.3189  0.067
104 Cl -2.6959 1.7450 -1.1053  -0.002
105 Cl -1.2379 3.3550 0.7639  -0.091
106 Cl -2.5447 0.9350 1.6693  -0.133
107 Cl -0.2204 0.7613 -0.0370  0.089
108 C -6.2344 -1.7537 -0.6534  0.165
109 Cl -5.3412 -3.2078 -1.0979  -0.072
110 Cl -5.1602 -0.6291 0.1764  0.076
111 Cl -6.8813 -0.9904 -2.1093  -0.110
112 Cl -7.5705 -2.1922 0.4279  -0.099

No. 3
Below is C21H28MoN3O6S as an isolated structure at a distorted geometry, with properties calculated with wB97M-V/def2-TZVPD.

## Properties
DFT total energy: -51651.8831 eV
ΔE to the lowest compared entry with this formula, charge and spin: 3.04 kcal/mol
Molecular weight: 546.48 g/mol
Total charge: +3

Each line ends with the natural charge from an NBO analysis.
Geometry (Å):
1 Mo -0.5313 -0.0126 -0.8258  1.990
2 C 0.0541 3.5143 -3.2991  -0.706
3 C -0.7053 2.8080 -2.2446  0.764
4 O -0.3942 1.5905 -1.9704  -0.644
5 N -1.6801 3.3584 -1.5684  -0.500
6 C -2.4354 2.6282 -0.5413  -0.274
7 C -3.2666 1.5105 -1.1270  0.200
8 C -4.6015 1.7087 -1.4128  -0.203
9 C -5.3407 0.6864 -1.9990  -0.076
10 C -4.7129 -0.5143 -2.2804  -0.196
11 C -3.3759 -0.6598 -1.9582  0.074
12 N -2.6627 0.3264 -1.3914  -0.494
13 H 1.1175 3.4480 -3.0626  0.292
14 H -0.2453 4.5556 -3.3912  0.268
15 H -0.1140 3.0011 -4.2485  0.291
16 H -1.9224 4.3210 -1.7700  0.458
17 H -3.0840 3.3481 -0.0475  0.283
18 H -1.7341 2.2843 0.2310  0.225
19 H -5.0629 2.6601 -1.1826  0.261
20 H -6.3865 0.8344 -2.2347  0.273
21 H -5.2395 -1.3356 -2.7461  0.275
22 H -2.8519 -1.5812 -2.1691  0.246
23 C 6.2869 -0.7433 3.6407  -0.663
24 C 5.2310 -0.3903 2.6484  0.141
25 C 3.9139 -0.8593 2.7956  -0.218
26 C 2.9447 -0.5435 1.8760  -0.085
27 C 3.2901 0.2661 0.7832  -0.495
28 C 4.5965 0.7537 0.6137  -0.097
29 C 5.5465 0.4199 1.5495  -0.209
30 S 2.1456 0.6221 -0.4066  2.307
31 O 2.6255 1.4930 -1.4187  -0.837
32 O 0.7902 1.0471 0.2543  -0.823
33 N 1.3678 -0.6865 -0.9961  -0.785
34 C 1.8011 -1.4915 -2.1173  -0.376
35 C 0.5409 -1.9146 -2.8348  0.796
36 O 0.3214 -2.5963 -3.7461  -0.359
37 O -0.5904 -1.2697 -2.1327  -0.572
38 H 5.9116 -1.3963 4.4241  0.242
39 H 6.6855 0.1634 4.0999  0.266
40 H 7.1206 -1.2382 3.1392  0.264
41 H 3.6673 -1.4783 3.6477  0.247
42 H 1.9332 -0.9092 1.9909  0.212
43 H 4.8432 1.3797 -0.2332  0.261
44 H 6.5577 0.7884 1.4355  0.259
45 H 2.3227 -2.3935 -1.7892  0.289
46 H 2.4402 -0.9399 -2.8132  0.286
47 C -0.6387 -2.2390 2.5013  -0.672
48 C -1.8367 -1.7528 1.7387  0.393
49 C -2.5637 -2.8107 0.9591  -0.672
50 C -2.7149 -0.7851 2.4780  -0.670
51 O -1.1595 -0.8359 0.5661  -0.498
52 H -1.0125 -2.8911 3.2951  0.285
53 H -0.1083 -1.4185 2.9810  0.234
54 H 0.0334 -2.8312 1.8814  0.237
55 H -2.9433 -3.5377 1.6815  0.286
56 H -1.9017 -3.3500 0.2815  0.239
57 H -3.4179 -2.4072 0.4178  0.230
58 H -3.2421 -1.3501 3.2505  0.282
59 H -3.4723 -0.3510 1.8255  0.228
60 H -2.1396 -0.0032 2.9710  0.241

no.,gap between HOMO and LUMO (eV)
1,6.30
2,6.19
3,6.04